[1]
{
  "formula": "C17H39Br6NO9P2",
  "method": "wB97M-V/def2-TZVPD",
  "gap_ha": 0.332,
  "total_energy_ev": -477016.7925,
  "lumo_energy_ev": -0.347,
  "homo_energy_ev": -9.392,
  "e_above_lowest_kcal_mol": 7.10,
  "charge": 0,
  "symbols": ["H", "C", "H", "C", "C", "H", "C", "H", "Br", "C", "O", "C", "O", "H", "H", "H", "H", "H", "H", "O", "H", "H", "H", "H", "H", "C", "H", "C", "P", "O", "H", "H", "N", "C", "H", "H", "H", "O", "Br", "H", "O", "C", "H", "H", "H", "H", "Br", "Br", "C", "C", "Br", "C", "O", "H", "H", "H", "H", "H", "C", "O", "H", "C", "H", "H", "P", "H", "C", "C", "H", "H", "H", "Br", "O", "H"],
  "xyz": [[-7.5645, -5.5046, 1.4737], [0.4435, 4.7061, -3.2773], [4.9857, 7.3041, -5.9308], [-5.2050, -0.1363, -0.9828], [4.5687, 6.3138, -6.1175], [-0.2561, 4.7978, -2.4488], [-7.2958, -6.5121, 1.7964], [-3.7912, -1.5099, 1.5533], [-6.9326, -0.6773, -1.6199], [2.9452, -3.7159, 0.8640], [-4.0319, -5.0352, 4.9156], [-3.0125, -4.2505, 5.5142], [4.8831, 5.4483, -5.0087], [2.3267, -1.7882, 2.6592], [-5.2094, -6.4547, 1.2149], [-1.8951, -3.6276, 2.6078], [2.6460, -0.4314, 1.6077], [-7.5782, -7.2476, 1.0442], [-7.8975, -6.6845, 2.6904], [-5.5108, -5.6621, 3.1323], [-5.2568, -0.2444, 0.0911], [7.4247, 4.3130, -0.4591], [3.6865, -4.3225, 0.3584], [6.3649, 5.9599, -2.1082], [-4.2462, -3.0177, 6.7723], [-2.7959, -3.3147, 2.0725], [6.1758, 3.1432, -0.9202], [2.3149, -1.4708, 1.6135], [4.2091, 5.7160, -3.6116], [4.8896, -2.3638, -0.6977], [3.4839, 6.4174, -6.1905], [1.9902, -3.8862, 0.3496], [3.1759, -2.2849, 0.7911], [6.2455, 4.8842, -2.2437], [-2.8397, -1.3830, 3.0132], [-5.6358, -7.6242, 2.4915], [6.2271, 5.6067, -7.3068], [4.2864, 7.0968, -3.1301], [-2.9075, 2.0568, 2.2121], [-2.0860, -4.8269, 5.5947], [4.8838, 4.6548, -2.6569], [-5.8186, -6.6219, 2.1015], [-2.7203, -3.7610, 1.0794], [2.0823, 4.4775, -1.9455], [-2.1032, -1.3622, 1.3468], [4.7437, 4.7329, -7.6001], [-0.1827, 0.8465, 1.0912], [-3.7618, -1.2437, -1.6045], [-1.8666, 1.6699, 0.6421], [4.1854, -1.7408, 0.0652], [-1.5929, 3.2789, -0.3766], [-2.8400, -1.8110, 2.0115], [-3.9766, -3.7577, 2.7499], [0.4845, 3.6724, -3.6199], [2.8290, -4.0217, 1.9033], [-2.6590, -3.3947, 7.4868], [-2.7304, -3.3538, 4.9519], [1.7390, 6.1366, -2.3239], [5.1428, 5.7207, -7.3750], [-2.9637, -6.0986, 2.8074], [6.9368, 4.5054, -2.9954], [1.8045, 5.1409, -2.7712], [4.3121, -0.6675, 0.2855], [0.1262, 5.3308, -4.1124], [-4.0133, -5.2416, 3.3446], [-2.4264, 0.9560, 0.0549], [-3.4794, -3.7821, 6.8794], [6.4442, 4.2016, -0.9191], [-3.8467, -4.6224, 7.4722], [5.7495, 4.6368, -0.1903], [1.2946, -1.5064, 1.2240], [-4.8360, 1.7122, -1.3613], [2.7654, 5.1196, -3.8205], [4.9690, 6.4068, -8.2053]]
}

***

[2]
{
  "formula": "C17H39F6KO16P3",
  "method": "wB97M-V/def2-TZVPD",
  "gap_ha": 0.223,
  "total_energy_ev": -111524.3210,
  "lumo_energy_ev": 2.050,
  "homo_energy_ev": -4.007,
  "charge": -1,
  "symbols": ["H", "H", "H", "H", "H", "C", "H", "H", "O", "C", "F", "H", "O", "H", "H", "K", "P", "O", "H", "H", "P", "O", "H", "H", "C", "H", "H", "H", "F", "H", "C", "H", "O", "O", "O", "C", "C", "F", "C", "C", "F", "C", "H", "C", "O", "F", "H", "C", "H", "O", "O", "C", "C", "O", "H", "H", "O", "C", "H", "H", "C", "H", "C", "H", "O", "O", "H", "H", "H", "H", "H", "H", "O", "O", "C", "F", "H", "H", "H", "H", "H", "P"],
  "xyz": [[2.4482, -5.3198, 0.6489], [-0.2321, -3.1207, -1.5810], [3.3289, -2.6588, 4.3578], [5.2518, -1.3466, -0.5262], [-1.1631, 4.6521, -1.1039], [-2.4341, 1.4802, 3.2344], [-1.5910, -1.4101, -4.8152], [2.4332, -1.2605, 4.7364], [-1.9422, -0.5540, -2.8532], [-0.7567, 4.9785, -0.1466], [-0.2004, 1.7730, 3.9790], [2.2082, -2.6216, 5.8146], [1.6909, -1.2368, -1.6685], [1.8885, -5.1965, 2.2368], [0.6168, -0.5633, -3.5422], [-0.5587, -0.0392, -0.2571], [1.5480, 3.9100, -0.8494], [1.4885, -2.9698, 3.8611], [-2.0126, 0.2616, -4.8160], [5.7389, -2.2052, -1.8006], [1.3512, -2.5285, 2.3345], [2.6497, -2.8468, -3.5206], [-4.0261, 3.2806, 4.5928], [4.1357, 5.9476, -2.2785], [0.0390, -0.1389, -4.3632], [3.6300, 4.3042, -2.6386], [-0.7722, 6.0546, -0.3196], [-1.2849, -2.0289, 2.9160], [-1.7249, 3.1432, 4.8465], [-2.6510, 0.8051, 4.0622], [-3.9985, 0.7074, -2.6491], [0.4367, -0.4409, -5.3321], [3.8367, -2.7174, -1.2237], [-3.7125, 2.1045, 2.9884], [1.3916, -1.0550, 2.1048], [3.7346, 5.0353, -1.8370], [1.5436, -3.1208, -4.3476], [-5.2662, 0.6212, -2.5680], [-4.5097, 2.4424, 4.0911], [4.8238, -1.7243, -1.4548], [-1.0660, 3.4132, 2.8323], [-5.8325, 3.0369, 3.5897], [-5.6916, 4.0285, 3.1596], [-1.3399, 2.4616, 3.7257], [1.6080, -3.9745, -1.5755], [-3.6702, 1.3433, -3.8347], [2.3850, 1.9527, 1.7199], [-1.4582, -0.4873, -4.2505], [0.8131, 2.0208, 1.0031], [0.5159, 4.4818, 0.2304], [2.4906, 5.1768, -1.2489], [1.8726, 1.9473, 0.7579], [2.6453, -4.7775, 1.5737], [2.4404, -3.3253, 1.4670], [4.4706, 4.6681, -1.1217], [3.6612, -5.0185, 1.8869], [-3.2042, -1.1481, -1.1676], [-1.2453, -2.7048, 2.0617], [4.6548, -0.8594, -2.0962], [0.5846, -2.6714, -4.0898], [-3.2740, -0.6566, -2.4962], [0.0030, 0.9364, -4.1883], [2.3698, -2.3481, 4.7720], [-1.5499, -2.2840, 1.1035], [2.4990, 3.0217, 0.1330], [0.0542, -3.3226, 1.8604], [2.1002, 1.0683, 0.1548], [-6.3860, 3.1587, 4.5207], [1.4753, -4.2038, -4.4507], [-6.5953, 2.4855, 3.0399], [1.6403, -2.6688, -5.3348], [-0.0155, -4.5990, -2.5999], [-2.0769, 0.7897, 2.0706], [1.0497, 3.1233, -1.9818], [0.1891, -4.1243, -1.6403], [-3.5557, 1.5904, -1.7044], [-3.8263, -1.4060, -3.0630], [-0.2343, -4.8453, -0.9410], [-1.5311, 4.7394, 0.5823], [-1.8979, -3.5217, 2.3697], [-4.8184, 1.6677, 4.7930], [2.3690, -2.5623, -1.9350]]
}

***

[3]
{
  "formula": "C17H39GaNO3",
  "method": "wB97M-V/def2-TZVPD",
  "gap_ha": 0.260,
  "total_energy_ev": -78262.6792,
  "lumo_energy_ev": 2.418,
  "homo_energy_ev": -4.666,
  "e_above_lowest_kcal_mol": 0.00,
  "charge": -1,
  "symbols": ["H", "H", "C", "H", "C", "C", "H", "H", "H", "H", "C", "C", "O", "H", "O", "H", "H", "H", "C", "H", "H", "H", "N", "H", "H", "H", "H", "H", "H", "H", "C", "O", "H", "H", "H", "H", "H", "H", "H", "H", "H", "H", "C", "H", "H", "C", "H", "C", "H", "C", "C", "C", "C", "H", "C", "H", "Ga", "C", "C", "H", "H"],
  "xyz": [[4.2688, 0.4530, -2.7053], [-0.7431, 3.5153, -0.8098], [-2.9881, 0.5439, 0.7312], [2.2388, 1.1521, -6.4378], [-5.3048, 1.0761, 2.1497], [6.6550, -0.9749, -2.7066], [-3.2040, 2.1178, -0.9428], [-2.3426, -0.4422, 0.8966], [5.5385, 1.4531, -1.9624], [1.0708, -1.0455, -6.3612], [-0.4107, -0.1979, -1.1082], [1.2036, 1.0848, -6.0867], [1.8092, -0.6223, -4.5062], [-0.6972, 0.2730, -4.2264], [-1.7518, -2.4281, 4.7899], [-1.2420, -0.2034, -5.8514], [-1.8570, -3.2420, 5.3101], [7.2328, -1.8833, -2.5055], [-2.7104, 1.0379, -0.8407], [-4.6490, -0.9762, 1.3307], [1.0898, 1.8322, -5.2936], [-3.1787, 0.2600, -1.5864], [-1.1731, 1.1179, -0.9492], [-4.6791, 0.6517, 5.1605], [1.6704, 0.0241, -3.7942], [0.8398, -2.0971, 5.2777], [-2.5506, 1.3945, 1.4055], [-3.1108, -0.8458, 6.4372], [7.3510, -0.1483, -2.8805], [2.0907, -0.4721, -1.2196], [-0.5223, -0.4212, -5.0561], [4.8456, -1.7764, -1.3418], [4.3243, -1.9019, -2.1522], [0.5356, 1.3476, -6.9130], [-1.0729, -0.5202, 5.0442], [-1.7315, -0.3961, 7.4668], [-2.6078, 1.2676, 3.6263], [-0.7181, -1.4280, -4.6721], [-0.8716, -1.2801, -1.1727], [-5.7076, 2.0488, 1.6387], [-4.3821, 3.0365, 4.2158], [2.1707, 2.5627, -0.9800], [-0.3708, 2.3994, -0.9004], [0.6435, -1.1483, 6.7696], [4.2178, 0.7805, -0.9784], [5.7195, -0.6694, -1.5478], [6.3019, -0.5365, -0.6296], [0.9064, -0.3119, -5.5645], [0.0916, -2.8373, 6.6863], [1.1756, 0.2740, -1.1400], [0.1756, -1.8995, 6.1258], [-1.1872, -1.4326, 5.6395], [-2.1303, -1.1691, 6.8025], [-5.1393, 0.2879, -0.0044], [4.8953, 0.5799, -1.8153], [-2.2960, -2.0811, 7.3871], [-4.2051, 1.4558, 3.8583], [1.1983, 1.9088, -1.0037], [-4.5520, 0.1504, 1.0254], [6.0909, -1.1569, -3.6282], [-6.2642, 0.4579, 2.4996]]
}

***

[4]
{
  "formula": "C17H39N2O5S2Si",
  "method": "wB97M-V/def2-TZVPD",
  "gap_ha": 0.350,
  "total_energy_ev": -61021.7640,
  "lumo_energy_ev": -2.256,
  "homo_energy_ev": -11.793,
  "charge": 1,
  "symbols": ["C", "H", "H", "C", "H", "H", "H", "H", "C", "H", "Si", "N", "H", "H", "O", "C", "H", "H", "H", "C", "H", "H", "C", "H", "H", "S", "H", "H", "C", "O", "H", "H", "H", "O", "C", "H", "C", "N", "H", "H", "H", "C", "C", "C", "H", "C", "H", "H", "H", "C", "H", "C", "H", "H", "S", "C", "H", "C", "O", "O", "H", "H", "H", "H", "H", "H"],
  "xyz": [[-0.2676, -7.0987, 0.4499], [1.3250, -4.3940, 0.9296], [-0.4235, 2.8961, -0.6302], [-2.2495, -2.0694, -0.4781], [1.2145, 7.0963, -2.5231], [-0.0686, 2.0167, 0.8622], [2.9102, 0.7612, 0.1203], [0.8895, 1.7462, -0.6003], [2.6926, -0.1724, 0.6439], [3.5129, -0.3597, 1.3381], [-1.3581, 0.6779, -0.7882], [-3.2234, -1.8210, 0.6243], [-1.9584, -3.0997, -0.3255], [-2.0734, -0.1944, -3.0496], [-1.1190, -1.1205, 1.3371], [0.8811, -7.1129, 1.4637], [3.4137, -1.3987, -0.9783], [-0.1516, -6.0557, 3.0500], [-0.0315, -3.8509, 1.9439], [-0.1153, 1.9285, -0.2251], [1.0911, 9.1742, -1.1801], [1.0754, -0.1845, -1.4944], [1.0282, 8.2192, -0.6612], [3.1549, 7.8837, -0.8455], [-3.8855, -1.0781, 0.4033], [1.0102, 5.6038, -0.7151], [1.5788, -5.7257, 3.0019], [-3.0400, 1.1658, 1.0385], [0.6998, -5.8998, 2.3841], [-2.0678, -5.1515, 0.7126], [3.1682, 5.7570, 0.2484], [-0.0015, -7.4850, -0.5312], [1.8744, 6.2364, 1.3778], [-0.1357, 5.2273, 0.0816], [-3.0105, 1.2069, -0.0528], [-0.0129, -2.7914, -0.8472], [2.3834, 7.7961, -0.0785], [0.0995, -1.8091, -0.6283], [1.8358, -7.0394, 0.9405], [1.7860, -0.0235, 1.2381], [2.4631, -2.2662, 0.2123], [2.2543, 6.3348, 0.3625], [2.5292, -1.3230, -0.3405], [0.4304, -4.7124, 1.4649], [0.2883, 8.3192, 0.1355], [1.2913, -1.2222, -1.2341], [-0.5679, 0.7208, -3.1551], [-3.7386, -2.6788, 0.8244], [2.6782, 8.4271, 0.7582], [-1.5335, 0.6670, -2.6473], [-2.7246, -1.9330, -1.4472], [-2.3528, -1.4328, 1.8338], [0.8827, -8.0467, 2.0226], [-2.1002, 1.5587, -2.9326], [-0.7105, -5.3716, 0.2478], [0.6154, 7.1019, -1.6126], [-2.3363, -2.3130, 2.4839], [-1.0518, -1.1610, -0.2104], [-0.3728, -4.8759, -1.0700], [1.6043, 4.6226, -1.5897], [-1.1618, -7.6009, 0.8154], [-0.4439, 7.0749, -1.8567], [1.4792, -1.7379, -2.1790], [-2.8408, -0.5963, 2.3389], [-3.9042, 0.7231, -0.4651], [-3.1083, 2.2645, -0.3171]]
}

***

- What is the charge in the third record?
  -1

***

- Which value of charge does entry 3 give?
  -1

***

- What is the formula in the fourth record?
  C17H39N2O5S2Si

***

- What is the charge in the fourth record?
  +1